Density functional theory data (ωB97M-V/def2-TZVPD) for a molecular structure, C4H10NO3PS at a distorted geometry.

```
20
Properties=species:S:1:pos:R:3:nbo_charge:R:1
C 1.6291 0.2237 -0.2943 0.796
C 3.0720 -0.0420 0.0339 -0.722
C -1.5613 -2.1283 0.0696 -0.273
C -1.3421 2.0484 1.3556 -0.805
N -0.8545 -0.4220 -2.2522 -1.249
O 1.1970 0.9904 -1.1116 -0.644
O 0.7496 -0.4680 0.3881 -0.731
O -1.7845 -0.7228 0.1054 -0.829
P -0.8848 0.1348 -0.8371 1.968
S -1.4723 2.1073 -0.3760 0.044
H 3.1966 0.7148 0.7501 0.239
H 3.4169 -1.0297 0.4502 0.245
H 3.8382 0.1555 -0.7862 0.239
H -0.5214 -2.2263 -0.3592 0.214
H -2.2846 -2.6598 -0.6081 0.196
H -1.7141 -2.7406 1.0453 0.203
H -2.4165 2.4212 1.8017 0.235
H -0.5402 2.6361 1.7684 0.230
H -1.3839 0.9725 1.7189 0.266
H -0.3391 0.0350 -2.8626 0.377
```

Its lowest unoccupied orbital energy is 0.41 eV. As for the relative energy (zero: lowest compared OMol25 entry of this formula, charge and spin): 41.34 kcal per mole. For the total energy, the calculation gives -32065.866 eV. As for the total charge: 0. Its HOMO energy is -9.4867 eV.

Density functional theory data (ωB97M-V/def2-TZVPD) for 4 unconnected molecules or ions with the total composition H8O4.

```
12
Properties=species:S:1:pos:R:3:nbo_charge:R:1
O -0.3072 0.0094 0.1275 -0.972
H -0.6781 -0.4821 -0.6055 0.504
H -1.0609 0.4333 0.5380 0.480
O 1.8830 -0.6503 1.5971 -0.966
H 1.1379 -0.5464 1.0053 0.487
H 1.6621 -0.1129 2.3578 0.461
O 0.4569 2.7606 0.3601 -0.951
H -0.0556 2.0080 0.0647 0.471
H 1.3667 2.4688 0.3027 0.472
O -1.5962 -1.6033 -1.9992 -0.944
H -1.9556 -2.2199 -1.3614 0.478
H -0.8529 -2.0653 -2.3870 0.481
```

Its lowest unoccupied orbital energy is 0.26 eV. As for the SMILES: O.O.O.O. As for the relative energy (zero: lowest compared OMol25 entry of this formula, charge and spin): 17.45 kcal per mole. For the total energy, the calculation gives -8319.919 eV. As for the total charge: 0. Its HOMO energy is -10.8468 eV.